1.
Formula: C24H56O5PSi
Source: the Open Molecules 2025 dataset
Level of theory: wB97M-V/def2-TZVPD

Last column: Mulliken charge in e.
Element x y z (Å)
C (-4.594211, 0.122981, 3.427579)  -1.1679
P (-2.795916, -0.401318, 3.023462)  -0.1012
Si (-2.744717, 0.878497, 1.185510)  -0.0282
C (-2.626477, 2.713127, 1.878050)  -0.8677
C (-4.365916, 0.587928, 0.144407)  -0.1697
C (-1.123518, 0.399190, 0.185976)  -0.2829
H (-5.359413, -0.633091, 2.934488)  0.1912
H (-4.714729, 0.032143, 4.610275)  0.3442
H (-4.874618, 1.213748, 3.099908)  0.2263
H (-3.308905, -1.515252, 2.244281)  -0.0971
H (-1.426250, -0.830686, 2.754115)  -0.1123
H (-2.289264, 0.716136, 3.798032)  -0.0524
H (-2.767337, -1.184211, 4.248842)  0.0983
H (-1.679789, 2.704176, 2.581251)  0.2360
H (-3.557546, 2.879934, 2.603505)  0.2327
H (-2.562009, 3.515503, 1.027651)  0.2992
H (-5.289133, 0.929195, 0.790929)  0.2112
H (-4.352032, 1.189334, -0.866003)  0.0465
H (-4.523235, -0.563682, -0.108638)  -0.0915
H (-1.353204, -0.372764, -0.688364)  -0.0600
H (-0.657821, 1.374942, -0.284032)  0.2346
H (-0.324913, -0.091813, 0.887768)  -0.1419
C (-8.927667, 1.592533, -3.068291)  -0.5568
C (-7.962652, 0.577996, -3.625245)  -0.5866
C (-6.833339, 0.629442, -2.619440)  0.3655
O (-7.417767, 0.969678, -1.354604)  -0.3252
C (-8.769692, 1.394206, -1.576656)  -0.5412
H (-9.956538, 1.454345, -3.410064)  0.3460
H (-8.605873, 2.602983, -3.347173)  0.2621
H (-8.424646, -0.416279, -3.617708)  0.3026
H (-7.635797, 0.795479, -4.645237)  0.3612
H (-6.109514, 1.410841, -2.874109)  0.1349
H (-6.302990, -0.323526, -2.535517)  -0.2363
H (-9.432640, 0.603217, -1.209413)  0.2908
H (-8.967590, 2.307222, -1.008386)  0.2750
C (2.912471, -0.487589, 1.523673)  -0.7218
C (4.409003, -0.399612, 1.370746)  0.5196
C (4.712470, -1.613689, 0.520121)  -0.7225
O (3.562982, -1.839948, -0.307291)  -0.4606
C (2.487147, -1.022366, 0.173718)  -0.2496
H (2.439332, 0.465568, 1.772897)  0.3871
H (2.661478, -1.211204, 2.308351)  0.2716
H (4.672878, 0.514133, 0.825296)  -0.1491
H (4.948981, -0.398642, 2.320977)  0.1391
H (4.859878, -2.505487, 1.138450)  0.3623
H (5.596876, -1.474756, -0.108360)  0.2788
H (2.337937, -0.209745, -0.545600)  0.0905
H (1.569317, -1.614363, 0.226793)  0.3149
C (-2.424215, -2.562119, -3.284282)  -0.4402
C (-3.650010, -3.430135, -3.405541)  -0.6079
C (-4.736536, -2.519738, -2.876130)  -0.4288
O (-4.340960, -1.176206, -3.185272)  -0.2977
C (-2.972792, -1.191494, -3.615521)  -0.5280
H (-1.605185, -2.863811, -3.942047)  0.3921
H (-2.058539, -2.578593, -2.250674)  0.1925
H (-3.837643, -3.661412, -4.460711)  0.2580
H (-3.577837, -4.372408, -2.856516)  0.3453
H (-4.826557, -2.599496, -1.787599)  0.2877
H (-5.712826, -2.728179, -3.323202)  0.2372
H (-2.960425, -1.009893, -4.695753)  0.2682
H (-2.421413, -0.387575, -3.120156)  0.2695
C (4.777859, 1.347326, -3.263069)  -0.6785
C (4.666377, 2.822922, -2.978604)  -0.5208
C (4.512060, 2.844654, -1.473494)  -0.4677
O (5.222716, 1.706943, -0.965844)  -0.3360
C (5.561455, 0.852618, -2.067031)  -0.1192
H (5.263558, 1.118694, -4.215070)  0.3645
H (3.779431, 0.894071, -3.269271)  0.2758
H (5.596470, 3.327244, -3.266116)  0.2447
H (3.838150, 3.309984, -3.499493)  0.3313
H (3.462061, 2.740999, -1.180028)  0.2653
H (4.911323, 3.758594, -1.024314)  0.2686
H (6.640281, 0.938503, -2.236707)  0.2451
H (5.329632, -0.185452, -1.813338)  0.0910
C (8.749887, -1.682803, 4.416781)  -0.5684
C (8.680088, -0.562668, 5.422346)  -0.5303
C (8.107486, 0.568885, 4.596903)  -0.4902
O (7.268197, -0.027672, 3.598484)  -0.3665
C (7.507407, -1.441848, 3.587655)  -0.3353
H (8.774733, -2.677819, 4.868229)  0.3412
H (9.644021, -1.566274, 3.792856)  0.2752
H (7.983247, -0.828690, 6.225915)  0.2677
H (9.644428, -0.315982, 5.873687)  0.3264
H (8.897981, 1.123954, 4.080783)  0.2743
H (7.522717, 1.271629, 5.197451)  0.2673
H (6.633648, -1.931692, 4.031086)  0.2762
H (7.616635, -1.789517, 2.556691)  0.2509

Cartesian forces (eV/Å) of the 6 atoms listed first:
-2.2 0.3 1.1
-0.2 -0.2 0.6
-0.1 0.3 -0.4
0.0 0.3 0.5
-0.9 -0.1 -0.8
0.8 0.1 -1.2

* charge: -1

---

2.
Formula: C20H21BNO7Pt
Source: the Open Molecules 2025 dataset
Level of theory: wB97M-V/def2-TZVPD

Last column: Mulliken charge in e.
Element x y z (Å)
Pt (-0.586433, 3.053557, 0.347476)  0.2288
O (6.149955, 4.958149, 0.073947)  -0.7144
C (5.794292, 3.769454, 0.110196)  0.5170
O (6.453348, 2.712713, 0.114492)  -0.7356
C (4.255125, 3.557257, 0.164711)  0.2980
C (3.724400, 2.274605, 0.212662)  -0.8261
C (2.361080, 2.099770, 0.259118)  0.0570
N (1.504978, 3.134461, 0.257365)  -0.4119
C (2.006454, 4.386133, 0.214912)  0.5052
C (3.365400, 4.623984, 0.169172)  -0.5670
C (0.998464, 5.523839, 0.223604)  0.2196
O (1.398052, 6.672925, 0.196817)  -0.6990
O (-0.240937, 5.159354, 0.254039)  -0.6654
H (4.406915, 1.435791, 0.213586)  0.4837
H (1.923856, 1.112424, 0.308269)  0.4015
H (3.737938, 5.637481, 0.137115)  0.5693
C (-3.659982, 1.239100, 0.821110)  -0.4048
O (-3.426426, 2.600794, 1.183240)  -0.3166
C (-2.456723, 3.352464, 0.717560)  0.5460
C (-2.913526, 4.774872, 0.857223)  -1.1491
H (-4.205712, 0.791974, 1.647003)  0.2503
H (-2.749203, 0.693219, 0.621912)  0.0404
H (-4.278818, 1.238758, -0.074734)  0.2782
H (-3.998079, 4.832736, 0.780629)  0.3906
H (-2.399060, 5.422215, 0.154547)  0.3641
H (-2.609569, 5.117501, 1.851849)  0.2867
C (0.665065, -5.523394, -1.051394)  -1.6147
C (-0.694721, -4.811632, -1.047946)  1.9695
C (-1.716829, -5.674446, -0.295056)  -1.6208
C (-1.163678, -4.676051, -2.496777)  -2.1004
C (-0.558865, -3.453614, -0.354566)  0.4502
C (-0.143055, -3.409402, 0.979559)  -0.3593
C (0.012215, -2.217981, 1.682456)  -1.7921
C (-0.264594, -1.053127, 1.002405)  0.9806
O (-0.204402, 0.241870, 1.435511)  -0.4044
B (-0.603173, 1.057229, 0.349846)  0.2404
O (-0.883943, 0.202473, -0.749058)  -0.3485
C (-0.673711, -1.078034, -0.318224)  0.5660
C (-0.831877, -2.254810, -1.019131)  -0.7829
H (0.584611, -6.491969, -1.551447)  0.4406
H (1.029083, -5.696549, -0.038225)  0.3251
H (1.411858, -4.925875, -1.577033)  0.3843
H (-1.826829, -6.645424, -0.784671)  0.4404
H (-2.693440, -5.186730, -0.275862)  0.3798
H (-1.410407, -5.850871, 0.736469)  0.3224
H (-1.244062, -5.667555, -2.946755)  0.4283
H (-0.460237, -4.095212, -3.095998)  0.4038
H (-2.144521, -4.200736, -2.560827)  0.3972
H (0.074055, -4.336300, 1.495607)  0.3561
H (0.338764, -2.203163, 2.713412)  0.4502
H (-1.153104, -2.224218, -2.050096)  0.5415

Cartesian forces (eV/Å) of the 6 atoms listed first:
0.1 0.1 -0.2
0.0 0.0 0.0
0.0 0.0 0.0
0.0 0.0 0.0
0.0 0.0 0.0
0.1 0.0 0.0

* charge: -1

---

3.
Formula: C29H78F6N4O12P
Source: the Open Molecules 2025 dataset
Level of theory: wB97M-V/def2-TZVPD

Last column: Mulliken charge in e.
Element x y z (Å)
P (0.815651, -0.201125, 1.194705)  1.3191
F (-0.731861, 0.352888, 0.995045)  -0.3989
F (0.789220, -0.086125, 2.818744)  -0.3844
F (0.344154, -1.764143, 1.228495)  -0.3840
F (2.324107, -0.605325, 1.401917)  -0.3792
F (0.958207, -0.270955, -0.438375)  -0.3913
F (1.338441, 1.344044, 1.085717)  -0.3829
C (-5.398282, -9.861304, -5.647294)  -0.6941
O (-4.445130, -9.565480, -4.674939)  -0.3557
C (-4.891358, -9.630356, -3.285223)  -0.5873
C (-3.776515, -9.099744, -2.324408)  -0.6393
N (-3.769527, -7.632934, -2.396858)  -0.2385
C (-2.560284, -7.137619, -1.841999)  -0.6360
C (-2.423671, -5.607640, -2.012471)  -0.5961
O (-2.782766, -5.080808, -3.338076)  -0.3142
C (-2.422132, -3.711767, -3.544645)  -0.6605
H (-5.893486, -8.995191, -6.086286)  0.2377
H (-6.134379, -10.492595, -5.149571)  0.3342
H (-4.922208, -10.424276, -6.450111)  0.2288
H (-5.135385, -10.654811, -3.004064)  0.4136
H (-5.873453, -9.160286, -3.234107)  0.3923
H (-2.829497, -9.479775, -2.707598)  0.3200
H (-4.073042, -9.295248, -1.293898)  0.4038
H (-4.631765, -7.319886, -1.974195)  0.2391
H (-1.630864, -7.597481, -2.177861)  0.3863
H (-2.593877, -7.281165, -0.762017)  0.2691
H (-1.353768, -5.437005, -1.892983)  0.3371
H (-2.897779, -4.942494, -1.290734)  0.3889
H (-1.338192, -3.627626, -3.622709)  0.2601
H (-2.788888, -3.145672, -2.688422)  0.2887
H (-2.831947, -3.307062, -4.470039)  0.2249
C (1.533126, 5.453484, -4.889650)  -0.8390
O (0.862983, 5.327718, -3.671234)  -0.2093
C (0.397550, 3.954959, -3.512055)  -0.6262
C (-0.935694, 3.884132, -2.778955)  -0.7585
N (-0.822709, 4.429288, -1.452106)  -0.1455
C (-2.170788, 4.777460, -0.972297)  -0.9048
C (-1.955875, 5.276405, 0.422017)  -0.5945
O (-1.185172, 6.450688, 0.543090)  -0.1665
C (-1.358467, 7.014343, 1.849645)  -0.7263
H (2.340259, 6.181278, -4.973091)  0.1271
H (0.800439, 5.798963, -5.618965)  0.3245
H (1.999113, 4.512779, -5.182969)  0.4066
H (1.198094, 3.409686, -3.012149)  0.3164
H (0.192909, 3.485819, -4.474413)  0.5350
H (-1.384456, 2.890899, -2.793451)  0.4398
H (-1.540129, 4.589211, -3.349584)  0.2768
H (-0.681552, 3.639963, -0.837984)  0.1148
H (-2.808637, 3.895146, -0.919649)  0.3852
H (-2.799565, 5.379096, -1.628627)  0.5370
H (-1.577006, 4.456676, 1.032425)  0.3695
H (-2.978117, 5.441027, 0.762631)  0.3840
H (-0.511325, 7.683900, 1.998452)  0.0721
H (-1.246830, 6.294695, 2.660658)  0.3624
H (-2.261099, 7.625303, 1.859183)  0.3413
C (2.802908, 9.329094, -3.232292)  -1.0603
O (3.019286, 8.164747, -2.425630)  0.0145
C (4.414010, 8.000085, -2.069565)  -0.7120
C (4.386162, 6.506178, -1.428077)  -0.8778
N (3.165580, 6.098583, -0.651702)  -0.2503
C (3.212116, 6.565906, 0.709802)  -0.7172
C (3.070564, 8.119915, 0.840285)  -0.7246
O (2.040454, 8.574357, -0.023203)  -0.0556
C (1.686117, 9.991322, 0.221776)  -0.9369
H (3.398625, 10.150862, -2.834897)  0.3717
H (1.761315, 9.641416, -3.307504)  0.2623
H (3.185163, 9.214509, -4.246621)  0.3296
H (4.652422, 8.831128, -1.405758)  0.2973
H (5.011866, 8.108217, -2.974537)  0.5243
H (5.269511, 6.463655, -0.790902)  0.3464
H (4.326399, 5.767027, -2.226940)  0.4806
H (3.296727, 5.097149, -0.645384)  0.2595
H (4.081821, 6.027205, 1.085974)  0.4715
H (2.281849, 6.205705, 1.149060)  0.2302
H (3.978056, 8.663253, 0.576967)  0.3079
H (2.830682, 8.343774, 1.879724)  0.5554
H (0.748202, 10.015068, -0.333083)  0.2577
H (2.507814, 10.544950, -0.232542)  0.2611
H (1.463251, 10.231207, 1.261432)  0.3389
C (-3.414274, -8.344777, 6.114625)  -0.7876
O (-3.390349, -7.384589, 5.139539)  -0.2486
C (-4.275576, -6.289740, 5.347510)  -0.4217
C (-3.849853, -5.196058, 4.333427)  -0.8882
N (-4.525515, -3.889689, 4.532109)  -0.3663
C (-3.702182, -2.878661, 4.005252)  -0.4153
C (-4.340023, -1.506113, 4.129943)  -0.6708
O (-5.360131, -1.393063, 3.178672)  -0.3047
C (-5.841688, -0.165047, 2.598248)  -0.6678
H (-2.924726, -8.002444, 7.026359)  0.2978
H (-2.983317, -9.276638, 5.748556)  0.2683
H (-4.387295, -8.724203, 6.426657)  0.3067
H (-4.145256, -5.782683, 6.303537)  0.3255
H (-5.298077, -6.559162, 5.082944)  0.2707
H (-3.978472, -5.614131, 3.335040)  0.3529
H (-2.764759, -5.296347, 4.357858)  0.4892
H (-5.403936, -3.973022, 4.040644)  0.2670
H (-3.649559, -3.078162, 2.934959)  0.2854
H (-2.696480, -2.896548, 4.425204)  0.4414
H (-3.569636, -0.809655, 3.798936)  0.3180
H (-4.703400, -0.985184, 5.015776)  0.3957
H (-4.983975, 0.493080, 2.459344)  0.2658
H (-6.564582, 0.242021, 3.305228)  0.2606
H (-6.474401, -0.347716, 1.729680)  0.2292
C (4.411069, 1.759309, 4.492026)  -0.4252
O (3.105497, 2.295339, 4.785068)  -0.5176
H (4.293506, 0.679978, 4.588586)  0.2308
H (4.786006, 2.058275, 3.513174)  0.1484
H (4.986769, 2.157759, 5.327438)  0.2350
H (2.554567, 1.793021, 4.180283)  0.3230
C (6.917137, 1.494421, -0.549298)  -0.6870
O (5.555486, 1.699624, -0.480977)  -0.3978
H (7.265443, 0.531179, -0.176528)  0.2626
H (7.382523, 1.717061, -1.509485)  0.2738
H (7.450561, 2.230412, 0.052257)  0.2900
H (5.239184, 1.214049, 0.284376)  0.2588
C (2.882215, -4.613511, 3.637750)  -0.5417
O (2.286047, -5.021613, 2.385501)  -0.4842
H (3.618400, -3.822294, 3.495937)  0.2309
H (2.160376, -4.292920, 4.388935)  0.2437
H (3.383858, -5.518048, 3.981669)  0.2450
H (1.666037, -4.304209, 2.235455)  0.3099
C (5.812240, -4.063173, -2.957256)  -1.0095
C (4.896179, -3.172065, -2.015675)  -0.1196
O (3.493372, -3.354150, -2.451217)  -0.5335
H (6.880433, -3.930538, -2.785582)  0.3305
H (5.563355, -3.657011, -3.937650)  0.2634
H (5.342665, -5.045937, -2.999470)  0.2843
H (5.146042, -2.119003, -2.144996)  0.1803
H (4.986329, -3.273930, -0.934193)  0.3103
H (3.024490, -2.572763, -2.149222)  0.2946

Cartesian forces (eV/Å) of the 6 atoms listed first:
-0.5 1.4 -1.0
0.9 -0.8 0.7
-1.4 0.1 0.0
-0.1 0.8 0.2
1.8 -1.2 -0.6
-0.1 -0.5 0.4

* charge: -1

---

| no. | E_HOMO (hartree) | lowest unoccupied orbital energy (eV) |
| --- | --- | --- |
| 1 | -0.081 | 2.3 |
| 2 | -0.193 | 1.8 |
| 3 | -0.234 | 2.2 |